DFT (ωB97M-V/def2-TZVPD) results for a cluster of 2 separate species, C3H4N4O in total.

As for the HOMO energy: -0.317 hartree. As for the energy above the lowest of the compared OMol25 structures with the same formula, charge and spin: 1.917 eV. For the lowest unoccupied orbital energy, the calculation gives 0.0352 Eh. As for the frontier orbital gap: 9.589 eV. Its structure (SMILES) is O=c1[nH]cn[nH]1.C#N. As for the charge: 0.

Positions of all 12 atoms, in Å:
1 O -0.83 -1.09 -0.22
2 C -0.57 -0.01 0.21
3 N 0.49 0.43 0.95
4 C 0.30 1.74 1.24
5 N -0.83 2.17 0.78
6 N -1.40 1.08 0.08
7 H 1.40 0.01 1.10
8 H 1.02 2.23 1.93
9 H -2.23 1.09 -0.45
10 C 0.79 -2.58 -1.86
11 N 0.93 -1.50 -1.53
12 H 0.94 -3.58 -2.21

The Löwdin scheme yields these atomic charges, measured in e: O 0.00; C -0.59; N 0.14; C -0.20; N 0.05; N 0.10; H 0.15; H 0.13; H 0.13; C -0.05; N 0.07; H 0.06